1.
# C49H125N7O16

A cluster of 10 separate species, C49H125N7O16 in total at a distorted geometry (ωB97M-V/def2-TZVPD, the Open Molecules 2025 dataset).

The geometry in XYZ format:
```
197
Properties=species:S:1:pos:R:3
H 1.253 -6.133 2.050
H -0.474 1.270 -5.555
H -2.969 -0.110 5.701
H -3.540 7.329 -0.247
O 2.079 -4.411 -2.069
C -2.318 -1.653 -1.103
C -3.150 5.383 1.579
H -2.942 -2.439 5.580
C -3.435 -3.101 4.862
N 5.396 -4.128 -0.355
H -0.390 3.970 -4.193
C -4.635 -6.434 1.808
C 0.043 7.441 -2.273
H -4.238 -5.070 -0.343
H 0.124 -0.292 -2.254
C 0.218 -6.298 1.746
H -2.250 4.317 -5.179
C -1.943 2.297 -0.782
N -1.120 6.992 -1.519
H -7.195 -6.450 4.631
O -2.396 1.650 0.390
O -5.668 -5.399 3.733
H -4.152 2.717 3.561
H -1.993 2.616 4.593
H 6.202 -3.591 -0.653
H -3.679 -4.840 2.485
H 0.935 7.590 -1.647
H 0.033 2.001 4.903
H -2.499 1.947 -1.659
H -0.886 6.071 -1.167
H 1.204 -2.545 2.758
H 3.403 0.067 2.278
H -4.048 5.139 1.007
H -0.167 4.342 3.707
C -3.795 1.717 0.549
H 0.017 -2.025 -5.269
O 5.194 -0.836 2.147
N -0.619 -5.187 2.155
H -1.747 8.913 -0.862
H 5.617 -2.289 -2.725
H -2.692 6.038 -5.281
H 5.398 -1.179 -0.508
C 0.611 4.169 -3.789
H 0.140 0.843 3.586
H 2.177 3.239 1.433
C 0.152 0.799 -4.792
C -3.089 5.062 -3.362
C -4.088 4.055 -2.813
H 1.239 5.804 2.256
H -0.217 -8.183 -1.868
H 2.169 -3.031 1.321
C 4.960 -4.372 -2.753
C 1.038 4.749 2.039
N -0.078 0.681 -0.747
H -2.831 8.052 1.218
C -0.432 2.072 -0.948
C -2.166 0.451 5.214
H -0.656 8.006 0.224
H -4.329 -3.476 5.361
H -3.934 3.002 -3.060
H -6.432 -5.213 5.630
H -0.683 0.347 -0.003
C -2.689 1.864 4.970
H -0.898 -6.600 -0.020
H 0.902 -2.918 -1.304
H -4.184 1.117 1.371
N 2.152 4.237 1.255
C -2.636 7.389 0.369
H 4.689 2.406 -2.293
H -2.700 6.690 -2.343
O -3.106 -2.816 -0.979
H -4.077 4.159 -1.727
H -4.121 2.748 0.700
H 3.393 -1.917 -3.424
C 4.448 0.363 2.170
H 1.299 4.341 -4.621
H 0.440 -2.984 1.202
H -0.833 -3.128 4.698
H -1.506 -2.237 -4.495
C 5.801 -1.211 -2.792
H 7.797 -1.382 -2.092
H 7.109 -1.553 2.172
H 0.540 -4.828 3.825
H -4.247 1.275 -0.348
H 5.942 -3.903 -2.834
C -1.503 7.923 -0.475
H 1.612 1.192 0.421
H 7.101 0.235 -1.917
H 1.121 4.272 -0.557
H -2.126 3.377 -0.792
H 1.559 4.065 4.090
H 3.053 2.190 -3.075
H -0.460 6.534 -4.149
H 0.021 2.703 -0.171
C 2.079 4.614 -0.135
C -0.518 -4.932 3.581
H -1.493 0.157 -3.723
N 6.407 -1.162 -0.484
H -1.414 0.431 6.005
C -5.940 -5.926 2.456
C 4.365 -3.940 -1.410
C 1.331 0.529 -0.411
H -4.848 -6.916 0.852
H 3.821 0.979 -2.067
H 3.794 -0.490 -4.450
H -1.913 -0.042 4.281
O -3.454 6.340 -2.867
H 1.494 -8.693 -1.757
H -1.602 -5.285 1.908
C 6.888 -0.839 -1.826
H 1.630 1.341 4.372
C -6.758 -5.446 4.618
H 1.987 0.896 -1.206
N -3.700 -5.332 1.592
H 2.837 -1.012 -0.031
O 3.022 2.545 -1.007
H -4.995 -3.866 0.768
H 0.100 4.753 1.462
H 5.101 -5.452 -2.809
H 2.166 -2.332 -2.513
C -3.798 1.741 3.901
O -3.283 2.386 6.163
O -2.662 -4.172 4.390
C 0.166 -6.486 0.227
C 0.789 3.974 3.318
H 5.029 -3.655 0.467
H -1.511 -3.038 3.124
O 1.311 -1.106 1.317
C 3.044 -4.573 -1.054
O 4.598 -0.471 -2.553
C -0.881 -1.478 -4.977
C 0.643 1.688 4.058
H 8.031 -0.166 0.507
H -6.401 -5.182 1.800
H -6.655 -6.758 2.468
H 4.138 4.080 -0.397
H -1.243 -1.842 -1.169
H 2.088 5.706 -0.186
H 6.128 -1.025 -3.821
H -7.562 -4.747 4.362
H -3.828 -2.469 4.055
H 0.563 -5.587 -0.255
C -1.386 -3.729 3.967
H 4.616 0.991 3.053
H -2.987 -2.665 1.069
C 1.290 -2.483 1.676
O 0.841 -7.654 -0.167
H 6.527 0.746 0.285
H 3.247 -5.630 -0.867
H -3.350 5.815 2.565
H 3.241 4.460 -1.894
H -4.622 1.132 4.274
O -2.214 6.120 0.834
H -2.140 4.784 -2.885
H 6.887 0.127 2.676
H -5.106 4.270 -3.150
H -0.112 2.463 -1.916
H 0.908 3.254 -3.273
C -2.936 -3.434 0.287
C 0.327 6.487 -3.388
H -0.081 8.458 -2.656
H 2.685 -4.141 -0.110
C 3.661 2.054 -2.179
H -3.980 4.819 -5.286
C 0.792 -7.888 -1.550
H 1.014 -6.991 -2.137
C -2.992 5.066 -4.896
C 1.757 -0.862 -0.021
H 4.143 -2.870 -1.541
O 0.504 5.197 -2.836
H -0.935 -5.767 4.164
O 0.709 2.602 2.979
C 3.561 -0.837 -3.437
H -1.957 -3.918 0.307
H -4.200 -7.176 2.480
H 4.604 0.932 1.251
C 3.182 3.965 -0.920
H -3.562 3.286 5.972
H 1.218 6.810 -3.939
C 1.490 -3.129 -2.202
H -0.128 -7.231 2.211
H 4.333 -4.022 -3.572
C -0.563 -0.326 -4.048
H 0.745 -3.197 -2.997
H -1.498 -1.207 -5.837
H -3.399 1.250 3.009
H -2.662 4.433 1.815
C -4.082 -4.408 0.510
H -2.574 -0.952 -0.302
C 6.943 -0.248 0.508
H -2.631 -1.215 -2.053
C 6.578 -0.627 1.944
H 2.645 -0.328 -3.141
H 1.036 0.392 -5.286
H 1.215 -1.523 -0.707
H 0.385 1.603 -4.090
O 0.305 -0.849 -3.054
```

## Properties
E_HOMO (eV): -8.18
E (a.u.): -3528.72356
Charge: 0
Molecular weight (g mol⁻¹): 1068.6
SMILES string: COC[C@H](C)N.COCCNCCOC.COCCNCCOC.COCCNCCOC.COCCNCCOC.COCCNCCOC.COCCNCCOC.CC(C)O.CC(C)O.CC(C)O
Max |F| (eV/A): 1.91
Kohn-Sham gap (eV): 8.66
Energy above the lowest of the compared OMol25 structures with the same formula, charge and spin (kcal/mol): 0.0

***

2.
# C3H4ClF

An isolated molecule of C3H4ClF at a distorted geometry (ωB97M-V/def2-TZVPD, the Open Molecules 2025 dataset).

The geometry in XYZ format:
```
9
Properties=species:S:1:pos:R:3
C 0.008 0.762 -0.471
H 0.335 0.625 -1.475
C -0.832 -0.385 0.051
H -1.312 -1.008 -0.701
H -1.205 -0.484 1.183
F 1.382 -1.120 -0.504
C 0.614 -0.215 0.144
H 0.015 1.968 -0.128
Cl 0.996 -0.143 1.901
```

## Properties
E_HOMO (eV): -10.34
E (a.u.): -676.66152
Charge: 0
Molecular weight (g mol⁻¹): 94.5
SMILES string: FC1(Cl)CC1
Max |F| (eV/A): 9.84
Kohn-Sham gap (eV): 11.36
Energy above the lowest of the compared OMol25 structures with the same formula, charge and spin (kcal/mol): 50.2

***

3.
# C40H65InN4O4PS2Si3

A structure of composition C40H65InN4O4PS2Si3 (ωB97M-V/def2-TZVPD, the Open Molecules 2025 dataset).

The geometry in XYZ format:
```
120
Properties=species:S:1:pos:R:3
H -1.240 -3.304 -8.038
H -3.100 1.839 3.989
O -1.816 1.617 -0.607
C 1.030 -2.918 1.075
C -1.177 0.050 -3.952
C 1.221 -4.188 1.586
C -1.617 -4.621 -1.614
O 2.013 -2.434 -3.007
C -0.479 -3.044 -7.314
H -3.859 0.234 -2.200
H 1.153 -0.198 6.547
C -0.553 1.255 -4.276
H -1.908 -2.342 -5.881
N 3.274 1.086 -1.879
C 4.462 0.222 -1.802
H 1.139 -3.669 -8.574
C -2.560 -0.084 -4.095
H 4.462 0.045 0.336
C -4.852 0.723 -0.333
N 3.193 -1.387 -0.495
H 4.094 3.937 -0.287
H -3.056 -1.004 -3.807
C -4.232 1.113 -1.666
H 5.337 -1.236 -0.507
H 0.779 -2.788 0.024
H 1.748 -5.276 3.363
H 3.637 1.211 3.980
H -0.623 4.209 5.973
Si 0.353 2.599 4.422
C 3.246 0.357 3.423
C 1.667 -3.152 3.682
H 2.902 -3.081 -6.895
C 1.457 -2.399 -5.480
H 2.810 0.878 -2.761
H -4.808 3.443 0.795
C -1.668 -1.849 -1.333
C 4.443 -0.609 -0.540
H -2.844 -0.951 2.053
C 1.431 -1.898 3.110
H -1.108 -1.110 1.698
H -2.482 -2.010 5.057
H 1.108 -5.058 0.951
C -2.922 0.923 4.562
H 3.126 0.651 2.375
H -3.160 2.862 1.063
C -3.298 0.961 -4.628
H 2.743 3.370 4.543
C -2.669 2.146 -4.990
H -3.249 2.955 -5.416
H -4.346 3.935 -1.517
H -0.972 -2.478 4.262
H 2.461 2.047 5.684
H 3.260 -2.122 0.198
C -0.930 3.218 5.623
H -5.495 1.505 0.063
H -4.085 0.495 0.406
P -0.142 -1.387 -3.553
H 4.478 -0.445 -2.668
C -2.278 -2.648 -0.381
Si 1.648 -0.308 4.120
H 1.870 3.663 6.048
H -4.366 0.846 -4.767
H -0.933 -1.605 5.803
C -1.457 -1.688 4.844
H 5.387 0.806 -1.842
O 2.201 -0.347 -4.167
H -0.816 3.224 -5.076
H -2.758 -2.192 0.477
H -2.789 1.200 5.611
C 2.013 2.941 5.239
H 0.521 1.349 -4.175
H -1.920 3.311 5.172
C -1.870 -0.450 2.118
H 3.016 -1.837 -1.394
C -3.759 3.640 0.588
C 0.191 3.644 2.871
H -3.822 0.303 4.491
C 1.883 -0.729 5.930
H -1.669 -0.766 -1.215
C 3.801 2.889 -0.347
C -0.999 -3.832 -2.572
C 1.850 -2.931 -6.688
H 2.884 -0.431 6.261
In 1.134 0.304 -0.410
H 4.632 2.295 0.037
C 1.566 -4.304 2.920
H -1.896 0.464 1.514
H -4.936 1.621 -2.333
H 1.923 -3.224 4.732
C -2.252 -4.032 -0.524
H -2.721 -4.658 0.225
N 2.596 2.586 0.447
H -5.465 -0.170 -0.468
H 2.626 3.050 -2.104
O 3.916 -2.092 -4.552
H 2.760 2.729 1.436
H -3.504 4.590 1.054
C -1.049 -2.442 -2.445
C 0.161 0.788 4.057
H -1.017 2.568 6.501
S -2.784 2.180 -1.621
H 1.770 -1.796 6.139
C 0.122 -2.169 -5.173
C -1.303 2.298 -4.798
Si -1.494 -0.069 3.903
C 0.861 -3.256 -7.613
H 4.346 2.839 -2.446
H 3.990 -0.446 3.464
N 1.145 -1.795 1.790
H -0.719 4.247 2.930
C -0.859 -2.496 -6.092
C -3.470 3.696 -0.910
H 1.854 3.228 0.188
H -2.702 4.436 -1.139
H -1.596 -5.699 -1.714
H -0.484 -4.289 -3.408
S 2.557 -1.788 -4.227
H 1.035 4.339 2.798
C 3.531 2.518 -1.791
H 0.126 3.051 1.955
```

## Properties
E_HOMO (alpha / beta) (eV): -10.09 / -10.06
E (a.u.): -4279.36125
Charge: +1
Molecular weight (g mol⁻¹): 960.2
Max |F| (eV/A): 0.95
Kohn-Sham gap (alpha / beta) (eV): 5.75 / 7.17

***

4.
# C6H12Cl6

A cluster of 3 separate species, C6H12Cl6 in total at a distorted geometry (ωB97M-V/def2-TZVPD, the Open Molecules 2025 dataset).

The geometry in XYZ format:
```
24
Properties=species:S:1:pos:R:3
Cl 28.160 -6.040 -17.426
H 31.013 -3.840 -18.108
H 31.888 -4.098 -20.450
Cl 31.625 -5.369 -9.433
Cl 31.075 -8.535 -10.470
C 30.400 -3.605 -18.976
H 30.496 -5.093 -11.545
Cl 29.370 -2.231 -18.474
H 32.095 -6.912 -11.821
C 28.720 -6.235 -15.758
C 31.209 -3.287 -20.200
H 30.582 -3.046 -21.052
H 29.120 -7.247 -15.726
H 29.732 -4.449 -19.128
C 31.070 -7.106 -11.508
H 26.786 -5.461 -15.197
C 30.590 -5.854 -10.769
Cl 28.093 -5.407 -13.239
H 30.399 -7.291 -12.340
H 29.509 -5.517 -15.570
H 27.118 -7.089 -14.564
C 27.545 -6.117 -14.784
H 29.591 -6.025 -10.370
Cl 32.326 -1.908 -19.905
```

## Properties
E_HOMO (eV): -10.76
E (a.u.): -2996.96871
Charge: 0
Molecular weight (g mol⁻¹): 296.9
SMILES string: ClCCCl.ClCCCl.ClCCCl
Max |F| (eV/A): 1.37
Kohn-Sham gap (eV): 11.17
Energy above the lowest of the compared OMol25 structures with the same formula, charge and spin (kcal/mol): 7.8

***

5.
# C34H45N4OPPtSSi

A structure of composition C34H45N4OPPtSSi at a distorted geometry (ωB97M-V/def2-TZVPD, the Open Molecules 2025 dataset).

The geometry in XYZ format:
```
88
Properties=species:S:1:pos:R:3
H 1.466 5.499 -0.075
C -0.482 3.738 -1.270
H -5.517 -0.772 -2.699
C 0.370 -0.524 3.010
S -1.527 -0.289 -1.754
C 3.839 1.820 0.735
C 0.089 3.750 1.160
C -3.119 -3.115 1.266
C -2.445 1.663 2.265
H -6.102 -1.980 -3.851
C -1.128 0.836 4.510
P 1.225 1.743 -0.445
C 2.342 -4.575 0.309
H 1.134 0.748 -3.960
H 1.146 -5.028 -1.429
H -0.685 3.036 1.415
C -3.703 -3.188 0.000
H 3.390 -0.772 1.628
H 2.027 4.669 -1.513
H 1.098 1.840 2.484
C 1.979 1.226 2.250
H -3.338 -5.108 -2.601
C 2.946 1.351 3.373
C 2.647 0.064 -2.076
C -2.923 2.055 3.507
H -0.909 4.731 -1.109
H 2.682 3.464 -2.778
H -2.941 1.958 1.347
H 3.941 2.588 -1.907
C 1.424 -4.289 -0.690
Si -4.021 -2.734 -2.793
C -2.228 -1.527 -0.749
H 2.799 -5.554 0.376
C -2.245 1.651 4.644
C 0.904 1.487 -3.191
N -1.633 -1.479 0.450
H -3.191 -2.716 -5.084
H -4.529 -3.875 -0.151
H 3.408 -0.041 -1.296
H 3.500 2.113 -3.533
H 0.837 2.460 -3.676
H -2.591 1.950 5.626
Pt -0.155 -0.016 0.165
C -2.891 -2.201 -4.166
H 1.883 -0.691 -1.918
C 4.704 1.796 1.847
H -5.039 -4.907 -2.156
H 4.955 1.663 3.996
O 0.296 -1.646 3.429
H -0.072 1.244 -2.795
H 5.765 1.954 1.676
C -3.258 -2.415 -1.068
C -0.733 0.487 3.232
C 0.640 3.530 -0.250
H 4.257 2.040 -0.236
C 2.489 -1.227 2.042
H 3.126 -0.134 -3.036
H -1.845 -2.451 -3.972
C -4.261 -4.576 -2.849
C 3.096 2.478 -2.587
H 3.365 -3.778 2.028
H 2.558 1.182 4.373
H -3.472 -3.720 2.089
H -2.953 -1.127 -4.352
H -3.814 2.666 3.574
H 0.875 3.735 1.919
H -0.120 3.700 -2.295
C 2.062 -2.346 1.103
H -0.352 4.749 1.195
C 1.786 4.529 -0.464
N 1.176 -2.076 0.156
H 2.700 4.255 0.068
C -5.641 -1.845 -2.867
H -1.528 -2.214 2.391
C 0.860 -3.029 -0.723
C 2.029 1.471 -2.131
C 2.498 1.614 0.883
C -2.057 -2.269 1.452
N 1.487 -0.155 2.214
N -1.361 0.905 2.125
H -0.590 0.463 5.374
H 2.735 -1.656 3.013
H -6.338 -2.231 -2.118
H -4.568 -4.890 -3.852
H 0.128 -2.755 -1.477
C 4.257 1.608 3.171
H -1.279 3.000 -1.154
C 2.663 -3.588 1.225
```

## Properties
E_HOMO (alpha / beta) (eV): -12.63 / -12.63
E (a.u.): -2764.70540
Charge: +2
Molecular weight (g mol⁻¹): 812.0
Max |F| (eV/A): 1.50
Kohn-Sham gap (alpha / beta) (eV): 3.85 / 3.85
Energy above the lowest of the compared OMol25 structures with the same formula, charge and spin (kcal/mol): 40.9

***

6.
# C4H6Ca2N2O9

A structure of composition C4H6Ca2N2O9 at a distorted geometry (ωB97M-V/def2-TZVPD, the Open Molecules 2025 dataset).

The geometry in XYZ format:
```
23
Properties=species:S:1:pos:R:3
N 1.099 2.064 -0.970
H -1.107 -0.880 0.207
O 4.692 1.711 -0.800
C -2.275 -0.108 1.872
O -4.276 -3.220 -0.650
O 4.096 1.921 -2.905
O -3.135 -1.412 0.050
O 0.430 1.118 -0.798
O 1.647 2.713 0.011
N 4.698 1.232 -1.994
O 5.187 0.195 -2.250
Ca 3.774 3.251 0.612
C -1.969 -1.150 0.819
H -1.791 -2.599 2.515
O -2.486 -3.432 0.693
H -3.322 -0.154 2.182
C -3.394 -2.737 -0.035
H -0.638 -2.863 1.208
H -2.204 0.925 1.522
H -1.663 -0.262 2.762
O 1.457 2.438 -2.144
Ca 2.839 3.794 -3.340
C -1.657 -2.546 1.435
```

## Properties
E_HOMO (eV): -14.02
E (a.u.): -2297.17068
Charge: +2
Molecular weight (g mol⁻¹): 306.3
Max |F| (eV/A): 2.05
Kohn-Sham gap (eV): 4.07